Here is a structure of composition C25H28F5Ge2LiN from OMol25. Energies are from ωB97M-V with the def2-TZVPD basis set.

Geometry (Å):
1 Li -1.450 0.802 0.833
2 F -2.614 0.731 3.951
3 C -1.941 0.106 2.880
4 F -0.736 -0.334 3.496
5 C -2.699 -1.215 2.716
6 F -2.751 -2.032 3.813
7 F -2.126 -1.956 1.728
8 F -3.986 -1.008 2.345
9 C -2.282 0.175 -2.777
10 C -3.657 0.582 -2.355
11 C -4.777 0.311 -3.115
12 C -6.064 0.646 -2.699
13 C -6.203 1.266 -1.457
14 C -5.121 1.566 -0.655
15 C -5.266 2.207 0.689
16 C -3.800 1.244 -1.097
17 N -2.740 1.558 -0.369
18 H -2.280 -0.238 -3.789
19 H -1.873 -0.584 -2.100
20 H -1.576 1.007 -2.739
21 H -4.630 -0.192 -4.070
22 H -6.927 0.422 -3.314
23 H -7.193 1.526 -1.089
24 H -6.313 2.436 0.907
25 H -4.682 3.130 0.747
26 H -4.880 1.562 1.482
27 C 0.796 -3.305 -0.437
28 Ge 1.772 -2.105 0.788
29 C 3.676 -2.508 0.437
30 C 1.387 -2.811 2.586
31 Ge 1.160 0.220 0.351
32 C 2.539 1.186 1.465
33 C 3.274 0.621 2.508
34 C 4.174 1.360 3.266
35 C 4.376 2.705 2.997
36 C 3.654 3.298 1.970
37 C 2.750 2.548 1.231
38 C 2.171 0.202 -1.405
39 C 3.458 0.708 -1.600
40 C 4.099 0.633 -2.832
41 C 3.471 0.039 -3.916
42 C 2.191 -0.472 -3.749
43 C 1.558 -0.384 -2.518
44 H 0.968 -4.340 -0.132
45 H 1.146 -3.180 -1.461
46 H -0.273 -3.106 -0.408
47 H 3.830 -3.588 0.519
48 H 4.330 -2.005 1.147
49 H 3.952 -2.185 -0.566
50 H 1.819 -3.811 2.677
51 H 0.311 -2.863 2.738
52 H 1.788 -2.176 3.374
53 H 3.144 -0.427 2.750
54 H 4.719 0.878 4.070
55 H 5.078 3.286 3.584
56 H 3.786 4.352 1.749
57 H 2.187 3.042 0.444
58 H 3.984 1.162 -0.769
59 H 5.101 1.039 -2.938
60 H 3.969 -0.022 -4.878
61 H 1.673 -0.936 -4.583
62 H 0.550 -0.777 -2.422

**HOMO-LUMO gap (alpha / beta)**: 5.9 / 5.6 eV
**Charge**: -2
**Spin multiplicity**: 2
**<S²>**: 0.758
**ΔE to the lowest compared entry with this formula, charge and spin**: 2.12 kcal/mol

Atom charges from the natural (NBO) analysis, given in e for atoms 1 to 8:
1. Li 0.75
2. F -0.42
3. C 0.14
4. F -0.42
5. C 0.88
6. F -0.36
7. F -0.35
8. F -0.34

=====

Here is a structure of composition C20H21IN5OPdS in a non-equilibrium geometry from OMol25. Energies are from ωB97M-V with the def2-TZVPD basis set.

Geometry (Å):
1 Pd 0.049 -0.191 -0.311
2 C -2.969 1.007 0.539
3 N -1.569 1.329 0.817
4 C -1.324 1.294 2.258
5 C -1.219 2.644 0.260
6 C 0.274 2.804 0.167
7 C 0.955 3.914 0.644
8 C 2.337 3.999 0.509
9 C 3.053 2.974 -0.090
10 C 2.381 1.859 -0.587
11 C 1.016 1.780 -0.400
12 H -3.635 1.712 1.051
13 H -3.194 0.000 0.886
14 H -3.161 1.074 -0.528
15 H -1.975 2.010 2.776
16 H -0.288 1.551 2.468
17 H -1.527 0.296 2.643
18 H -1.661 3.441 0.870
19 H -1.641 2.709 -0.744
20 H 0.407 4.716 1.124
21 H 2.859 4.878 0.865
22 H 4.127 3.039 -0.202
23 H 2.943 1.082 -1.093
24 O -1.454 0.308 -2.207
25 S -2.071 -1.035 -2.000
26 N -1.533 -1.645 -0.748
27 I 1.549 -1.122 -2.793
28 C 1.747 -1.915 -0.868
29 H 2.734 -1.761 -0.451
30 H 1.328 -2.909 -0.782
31 N -2.379 -7.215 7.472
32 C -1.940 -6.409 6.782
33 C -1.393 -5.396 5.930
34 C -2.061 -5.025 4.765
35 C -1.542 -4.035 3.954
36 C -0.344 -3.416 4.293
37 C 0.330 -3.791 5.449
38 C -0.195 -4.773 6.267
39 N 0.192 -2.395 3.456
40 C 1.131 -1.448 3.809
41 C 1.338 -0.682 2.705
42 N 0.553 -1.153 1.684
43 C -0.127 -2.171 2.161
44 H -2.991 -5.510 4.502
45 H -2.088 -3.740 3.068
46 H 1.276 -3.339 5.709
47 H 0.329 -5.064 7.167
48 H 1.553 -1.368 4.793
49 H 2.004 0.155 2.572
50 H -0.821 -2.755 1.578

**HOMO-LUMO gap (alpha / beta)**: 8.1 / 6.1 eV
**Charge**: +1
**Spin multiplicity**: 5
**<S²>**: 6.021
**ΔE to the lowest compared entry with this formula, charge and spin**: 22.92 kcal/mol

Atom charges from the natural (NBO) analysis, given in e for atoms 1 to 8:
1. Pd 1.06
2. C -0.43
3. N -0.40
4. C -0.42
5. C -0.26
6. C -0.14
7. C -0.19
8. C -0.17

=====

Here is a cluster of 31 separate species, C7H69NO32PS in total in a non-equilibrium geometry from OMol25. Energies are from ωB97M-V with the def2-TZVPD basis set.

Geometry (Å):
1 C 3.173 0.873 -0.725
2 C 2.294 1.759 -0.198
3 C 0.834 1.787 -0.438
4 C 0.262 3.016 -0.791
5 C -1.151 3.137 -1.007
6 C -1.910 2.003 -0.836
7 P -3.731 2.056 -1.024
8 O -4.360 0.658 -0.505
9 O -4.192 2.245 -2.562
10 S -4.371 3.459 0.141
11 N -1.317 0.842 -0.520
12 C -0.022 0.700 -0.317
13 H 3.131 -0.216 -0.612
14 H 4.035 1.283 -1.265
15 H 2.681 2.515 0.502
16 H 0.845 3.929 -0.899
17 H -1.598 4.095 -1.263
18 H -4.853 0.895 0.317
19 H -5.083 1.852 -2.655
20 H -1.926 0.030 -0.408
21 H 0.354 -0.291 -0.055
22 O 3.745 1.202 2.390
23 H 3.021 0.573 2.476
24 H 3.811 1.601 3.269
25 O -1.083 5.126 2.131
26 H -0.917 5.942 1.642
27 H -1.518 4.555 1.488
28 O 1.015 -2.242 -1.177
29 H 1.101 -1.972 -2.099
30 H 0.588 -3.108 -1.227
31 O -3.868 2.681 -5.368
32 H -3.777 2.514 -4.421
33 H -2.971 2.635 -5.716
34 O -0.860 -2.428 -3.304
35 H -0.681 -1.630 -3.810
36 H -1.304 -3.005 -3.944
37 O -6.817 2.764 -5.166
38 H -6.919 3.439 -5.844
39 H -5.912 2.453 -5.276
40 O -0.090 5.879 -1.581
41 H -0.143 5.512 -2.472
42 H 0.352 6.728 -1.707
43 O 2.794 -4.549 -1.978
44 H 3.689 -4.863 -1.795
45 H 2.776 -3.653 -1.611
46 O -0.173 2.571 3.601
47 H -0.703 3.327 3.320
48 H 0.584 2.584 3.006
49 O 0.967 -4.870 0.222
50 H 1.724 -5.079 -0.348
51 H 1.311 -4.977 1.118
52 O -0.520 8.343 2.295
53 H -0.579 9.145 2.826
54 H -0.617 7.631 2.939
55 O 5.042 1.420 5.308
56 H 5.099 1.232 6.256
57 H 5.954 1.336 5.001
58 O -5.411 0.773 2.528
59 H -5.477 1.569 3.077
60 H -5.515 0.042 3.145
61 O 6.474 2.498 7.488
62 H 5.978 3.266 7.186
63 H 7.250 2.481 6.916
64 O -1.575 -5.623 -0.772
65 H -0.678 -5.441 -0.447
66 H -1.884 -6.350 -0.219
67 O -3.123 7.634 3.480
68 H -3.045 7.919 2.562
69 H -3.534 6.765 3.423
70 O -1.489 -2.961 -5.947
71 H -1.241 -3.833 -6.288
72 H -0.969 -2.350 -6.480
73 O 2.370 -6.354 -4.691
74 H 1.656 -6.991 -4.586
75 H 2.451 -5.943 -3.823
76 O -1.147 -5.257 -8.189
77 H -1.063 -4.987 -9.108
78 H -1.573 -6.122 -8.237
79 O 8.074 0.807 5.082
80 H 8.714 0.329 4.544
81 H 8.284 0.545 5.986
82 O -5.437 2.681 4.782
83 H -5.507 3.480 5.315
84 H -5.540 1.965 5.419
85 O 2.593 -6.951 1.903
86 H 2.399 -7.634 1.253
87 H 2.779 -7.447 2.707
88 O -2.614 -8.154 -9.017
89 H -2.437 -8.905 -8.440
90 H -3.166 -8.519 -9.716
91 O -3.787 -7.313 -1.115
92 H -4.188 -7.701 -1.900
93 H -3.421 -6.475 -1.426
94 O 3.862 -4.257 2.653
95 H 3.957 -3.985 1.735
96 H 3.440 -5.124 2.599
97 O -0.690 9.454 -0.692
98 H -0.904 8.788 -1.352
99 H -0.489 8.950 0.107
100 O 3.435 -9.537 0.799
101 H 4.026 -10.276 0.978
102 H 3.016 -9.770 -0.037
103 O 4.875 -0.810 7.333
104 H 5.027 -1.562 7.915
105 H 4.342 -1.165 6.614
106 O -4.462 5.245 -3.301
107 H -4.653 4.589 -3.982
108 H -4.281 4.727 -2.507
109 O 2.270 2.257 6.750
110 H 1.772 3.024 6.448
111 H 3.047 2.239 6.178

**HOMO-LUMO gap**: 7.5 eV
**Charge**: +1

Atom charges from the Mulliken analysis, given in e for atoms 1 to 8:
1. C -0.58
2. C -0.73
3. C 0.49
4. C -0.55
5. C -0.39
6. C 0.00
7. P 0.53
8. O -0.46

=====

Here is a structure of composition C30H32ClN3PbSSi2 in a non-equilibrium geometry from OMol25. Energies are from ωB97M-V with the def2-TZVPD basis set.

Geometry (Å):
1 C -0.541 -4.981 3.086
2 C 0.410 -4.056 3.596
3 C -0.030 -2.743 3.294
4 H 1.300 -4.296 4.175
5 C -1.264 -2.856 2.569
6 C -1.583 -4.244 2.449
7 H -2.501 -4.651 2.013
8 H -0.515 -6.063 3.213
9 H 0.468 -1.823 3.623
10 H -1.886 -2.042 2.204
11 Pb 0.099 -3.333 0.113
12 Si -0.561 0.758 -2.860
13 C 1.286 0.781 -2.810
14 C 2.084 1.663 -3.543
15 H 1.615 2.481 -4.086
16 C 3.474 1.484 -3.588
17 H 4.094 2.022 -4.323
18 C 4.112 0.622 -2.684
19 H 5.209 0.540 -2.689
20 C 3.332 -0.177 -1.836
21 H 3.800 -0.826 -1.076
22 C 1.956 -0.196 -2.062
23 H 1.399 -1.061 -1.685
24 C -1.008 0.683 -0.983
25 C -0.156 0.151 0.114
26 H 0.866 -0.192 -0.045
27 C -0.671 0.049 1.493
28 H -0.004 -0.379 2.252
29 C -2.051 0.409 1.709
30 H -2.474 0.491 2.709
31 C -2.895 0.448 0.599
32 H -3.959 0.219 0.717
33 C -2.394 0.685 -0.676
34 H -3.111 0.850 -1.494
35 H -0.865 -0.648 -2.966
36 Si -0.283 1.787 0.936
37 C -1.187 3.427 1.396
38 C -0.634 4.448 2.210
39 H 0.335 4.314 2.702
40 C -1.289 5.675 2.375
41 H -0.835 6.481 2.969
42 C -2.531 5.871 1.769
43 H -3.050 6.806 1.941
44 C -3.083 4.885 0.954
45 H -4.054 5.015 0.470
46 C -2.393 3.689 0.736
47 H -2.828 2.964 0.039
48 C 1.280 2.840 0.358
49 C 2.546 2.691 0.916
50 H 2.660 2.091 1.817
51 C 3.639 3.306 0.276
52 H 4.646 3.152 0.658
53 C 3.445 4.099 -0.857
54 H 4.298 4.529 -1.399
55 C 2.147 4.381 -1.298
56 H 1.984 5.070 -2.126
57 C 1.064 3.746 -0.684
58 H 0.051 3.958 -1.028
59 H -1.137 1.361 -4.051
60 Cl 0.472 -2.965 -2.399
61 N 0.525 -5.867 -1.161
62 N -0.661 -6.653 -1.063
63 C -1.852 -6.037 -0.834
64 N -2.857 -6.845 -0.429
65 S -2.156 -4.383 -1.032
66 H 1.319 -6.510 -1.274
67 H 0.489 -5.267 -1.998
68 H -0.516 -7.533 -0.583
69 H -3.773 -6.437 -0.373
70 H -2.820 -7.855 -0.455

**HOMO-LUMO gap (alpha / beta)**: 5.6 / 5.3 eV
**ΔE to the lowest compared entry with this formula, charge and spin**: 37.73 kcal/mol

Atom charges from the natural (NBO) analysis, given in e for atoms 1 to 8:
1. C -0.33
2. C -0.31
3. C -0.35
4. H 0.21
5. C -0.43
6. C -0.36
7. H 0.21
8. H 0.20

=====

Here is the ion C11H20IN2 with charge +1 in a non-equilibrium geometry from OMol25. Energies are from ωB97M-V with the def2-TZVPD basis set.

Geometry (Å):
1 C -1.705 1.093 2.264
2 N -0.883 0.520 1.235
3 C 0.339 0.029 1.441
4 C 0.865 -0.436 0.241
5 C 2.211 -1.070 0.023
6 C 2.272 -2.368 0.838
7 C 3.296 -0.099 0.504
8 C 2.422 -1.383 -1.459
9 C -0.135 -0.187 -0.683
10 N -1.186 0.397 -0.074
11 C -2.438 0.771 -0.708
12 C -2.823 2.214 -0.414
13 C -2.358 0.559 -2.212
14 I -4.017 -0.630 0.053
15 H -1.670 2.184 2.235
16 H -2.737 0.753 2.184
17 H -1.317 0.766 3.227
18 H 0.778 0.033 2.419
19 H 3.232 -2.851 0.683
20 H 2.159 -2.171 1.901
21 H 1.490 -3.056 0.526
22 H 4.276 -0.531 0.327
23 H 3.238 0.843 -0.036
24 H 3.202 0.103 1.568
25 H 3.404 -1.822 -1.601
26 H 1.682 -2.095 -1.817
27 H 2.370 -0.478 -2.061
28 H -0.127 -0.399 -1.731
29 H -3.176 2.381 0.598
30 H -3.626 2.509 -1.084
31 H -1.970 2.865 -0.606
32 H -2.158 -0.477 -2.476
33 H -1.596 1.204 -2.648
34 H -3.314 0.826 -2.657

**Structure (SMILES)**: Cn1cc(C(C)(C)C)c[n+]1C(C)(C)I
**HOMO-LUMO gap**: 9.4 eV
**Charge**: +1
**ΔE to the lowest compared entry with this formula, charge and spin**: 0.00 kcal/mol

Atom charges from the natural (NBO) analysis, given in e for atoms 1 to 8:
1. C -0.43
2. N -0.10
3. C 0.06
4. C -0.07
5. C -0.07
6. C -0.59
7. C -0.59
8. C -0.61

=====

Respective calculated total energy values: -154694.0515; -52982.4411; -95508.2156; -80453.4797; -22806.0618 eV.